1.
A molecular structure, C5H8O. Source: the Open Molecules 2025 dataset; level of theory: ωB97M-V/def2-TZVPD.

CARTESIAN COORDINATES (ANGSTROEM)
1 C 0.69 1.98 -0.45
2 C -0.50 0.23 1.02
3 C -1.33 -0.96 0.47
4 C -0.08 -1.63 -0.15
5 C 0.66 -0.36 0.24
6 O 0.12 0.68 -0.62
7 H 0.98 2.13 0.59
8 H -0.11 2.68 -0.71
9 H 1.55 2.12 -1.13
10 H -1.77 -1.51 1.31
11 H -2.13 -0.67 -0.21
12 H 0.27 -2.49 0.45
13 H -0.08 -1.91 -1.20
14 H 1.74 -0.28 0.40

As for the net charge: 0. The energy above the lowest of the compared OMol25 structures with the same formula, charge and spin is 510.7 kJ/mol. The molar mass comes out at 84.1 g/mol. The HOMO-LUMO gap is 9.20 eV. The calculation puts the LUMO energy at 1.10 eV.

Mulliken atomic charge list, values in e, 2 entries: C -0.710; C -0.664


2.
2 unconnected molecules or ions with the total composition C5H8O. Source: the Open Molecules 2025 dataset; level of theory: ωB97M-V/def2-TZVPD.

CARTESIAN COORDINATES (ANGSTROEM)
1 C 1.92 -0.01 -0.08
2 C 0.71 0.24 -0.58
3 C -0.30 -0.82 -0.94
4 C -1.54 -0.77 -0.08
5 O -1.34 -0.97 1.35
6 C -1.71 0.22 1.04
7 H 0.16 2.89 1.61
8 H 2.61 0.79 0.16
9 H 2.25 -1.03 0.11
10 H 0.40 1.27 -0.75
11 H 0.16 -1.81 -0.87
12 H -0.62 -0.69 -1.98
13 H -2.43 -1.29 -0.44
14 H -0.37 2.37 1.58

As for the net charge: 0. The energy above the lowest of the compared OMol25 structures with the same formula, charge and spin is 487.1 kJ/mol. The molar mass comes out at 84.1 g/mol. The HOMO-LUMO gap is 10.19 eV. The calculation puts the LUMO energy at 0.60 eV.

Mulliken atomic charge list, values in e, 2 entries: C -0.751; C -0.100


3.
A single C5H8O molecule. Source: the Open Molecules 2025 dataset; level of theory: ωB97M-V/def2-TZVPD.

CARTESIAN COORDINATES (ANGSTROEM)
1 C 1.67 0.24 -0.25
2 C 0.33 0.20 0.47
3 C -0.50 -1.12 0.51
4 C -1.63 -0.40 -0.25
5 O -2.67 -0.76 -0.73
6 C -0.84 0.92 -0.29
7 H 1.59 -0.15 -1.27
8 H 2.05 1.27 -0.33
9 H 2.43 -0.34 0.28
10 H 0.45 0.62 1.48
11 H -0.79 -1.45 1.52
12 H -0.16 -2.00 -0.05
13 H -1.32 1.76 0.21
14 H -0.61 1.21 -1.32

As for the net charge: 0. The energy above the lowest of the compared OMol25 structures with the same formula, charge and spin is 82.3 kJ/mol. The molar mass comes out at 84.1 g/mol. The HOMO-LUMO gap is 10.44 eV. The calculation puts the LUMO energy at 0.98 eV.

Mulliken atomic charge list, values in e, 2 entries: C -1.451; C 0.456


4.
A single C5H8O molecule. Source: the Open Molecules 2025 dataset; level of theory: ωB97M-V/def2-TZVPD.

CARTESIAN COORDINATES (ANGSTROEM)
1 C -0.15 1.29 -0.48
2 C 0.77 0.74 0.63
3 C 1.09 -0.94 -0.05
4 C -0.09 -1.49 -0.36
5 C -1.17 -0.65 0.22
6 O -1.37 0.55 -0.51
7 H -0.46 2.35 -0.43
8 H 0.42 1.13 -1.40
9 H 1.75 1.18 0.68
10 H 0.30 1.10 1.62
11 H 2.01 -1.40 -0.50
12 H -0.31 -2.40 -0.93
13 H -0.64 -0.34 1.13
14 H -2.13 -1.14 0.39

As for the net charge: 0. The energy above the lowest of the compared OMol25 structures with the same formula, charge and spin is 357.6 kJ/mol. The molar mass comes out at 84.1 g/mol. The HOMO-LUMO gap is 10.50 eV. The calculation puts the LUMO energy at 1.11 eV.

Mulliken atomic charge list, values in e, 2 entries: C -0.345; C -0.879


5.
A single C5H8O molecule. Source: the Open Molecules 2025 dataset; level of theory: ωB97M-V/def2-TZVPD.

CARTESIAN COORDINATES (ANGSTROEM)
1 C -1.35 -0.82 -0.37
2 C -0.38 0.37 -0.48
3 C -0.08 1.00 0.88
4 C 1.06 -0.03 -0.75
5 C 1.67 -0.35 0.39
6 O 1.00 0.08 1.49
7 H -1.07 -1.44 0.49
8 H -2.39 -0.49 -0.24
9 H -1.31 -1.46 -1.26
10 H -0.71 1.05 -1.27
11 H -0.83 0.96 1.66
12 H 0.28 2.03 0.70
13 H 1.55 0.05 -1.71
14 H 2.57 -0.96 0.48

As for the net charge: 0. The energy above the lowest of the compared OMol25 structures with the same formula, charge and spin is 149.6 kJ/mol. The molar mass comes out at 84.1 g/mol. The HOMO-LUMO gap is 9.46 eV. The calculation puts the LUMO energy at 1.10 eV.

Mulliken atomic charge list, values in e, 2 entries: C -1.344; C 0.380


6.
A molecular structure, C5H8O. Source: the Open Molecules 2025 dataset; level of theory: ωB97M-V/def2-TZVPD.

CARTESIAN COORDINATES (ANGSTROEM)
1 C 1.62 -0.29 0.39
2 C 0.63 0.58 -0.35
3 C -0.67 0.04 -0.89
4 C -1.32 -0.81 0.19
5 O -1.21 0.24 1.17
6 C -0.66 1.10 0.18
7 H 1.17 -1.16 0.87
8 H 2.16 0.27 1.16
9 H 2.33 -0.65 -0.36
10 H 1.10 1.29 -1.03
11 H -0.96 0.07 -1.93
12 H -0.79 -1.72 0.51
13 H -2.37 -1.05 0.00
14 H -0.96 2.15 0.18

As for the net charge: 0. The energy above the lowest of the compared OMol25 structures with the same formula, charge and spin is 231.4 kJ/mol. The molar mass comes out at 84.1 g/mol. The HOMO-LUMO gap is 10.31 eV. The calculation puts the LUMO energy at 1.11 eV.

Mulliken atomic charge list, values in e, 2 entries: C -1.198; C 0.057


7.
A single C5H8O molecule. Source: the Open Molecules 2025 dataset; level of theory: ωB97M-V/def2-TZVPD.

CARTESIAN COORDINATES (ANGSTROEM)
1 C 1.87 0.43 -0.46
2 C 0.83 -0.60 -0.17
3 C 0.54 -1.76 0.32
4 C -0.71 -0.38 -0.60
5 C -1.63 0.08 0.53
6 O -0.96 0.91 1.46
7 H 1.60 1.39 -0.01
8 H 2.85 0.12 -0.08
9 H 1.97 0.59 -1.54
10 H -0.56 0.42 -1.33
11 H -1.15 -1.22 -1.14
12 H -2.45 0.68 0.11
13 H -2.07 -0.79 1.03
14 H -0.28 0.35 1.87

As for the net charge: 0. The energy above the lowest of the compared OMol25 structures with the same formula, charge and spin is 404.2 kJ/mol. The molar mass comes out at 84.1 g/mol. The HOMO-LUMO gap is 10.44 eV. The calculation puts the LUMO energy at 0.54 eV.

Mulliken atomic charge list, values in e, 2 entries: C -1.141; C 0.684


8.
A single C5H8O molecule. Source: the Open Molecules 2025 dataset; level of theory: ωB97M-V/def2-TZVPD.

CARTESIAN COORDINATES (ANGSTROEM)
1 C -2.27 0.88 -0.23
2 C -1.46 -0.36 -0.60
3 C -0.01 -0.22 -0.46
4 C 1.17 -0.29 -0.22
5 C 2.50 -0.60 0.31
6 O 3.05 0.42 1.12
7 H -2.01 1.73 -0.87
8 H -3.34 0.68 -0.35
9 H -2.08 1.17 0.81
10 H -1.74 -1.18 0.07
11 H -1.71 -0.70 -1.62
12 H 3.22 -0.80 -0.48
13 H 2.37 -1.53 0.88
14 H 2.32 0.79 1.64

As for the net charge: 0. The energy above the lowest of the compared OMol25 structures with the same formula, charge and spin is 209.3 kJ/mol. The molar mass comes out at 84.1 g/mol. The HOMO-LUMO gap is 10.45 eV. The calculation puts the LUMO energy at 0.91 eV.

Mulliken atomic charge list, values in e, 2 entries: C -1.058; C -0.401


9.
A molecular structure, C5H8O. Source: the Open Molecules 2025 dataset; level of theory: ωB97M-V/def2-TZVPD.

CARTESIAN COORDINATES (ANGSTROEM)
1 C -1.12 0.88 -0.53
2 C -1.42 -0.24 0.44
3 C -0.02 0.02 -0.02
4 C 0.95 -0.88 -0.77
5 O 1.89 -0.80 0.30
6 C 1.18 0.31 0.88
7 H -1.41 0.72 -1.57
8 H -1.19 1.91 -0.20
9 H -1.66 0.05 1.46
10 H -1.95 -1.12 0.09
11 H 0.66 -1.91 -1.02
12 H 1.34 -0.40 -1.68
13 H 1.04 0.21 1.96
14 H 1.69 1.26 0.66

As for the net charge: 0. The energy above the lowest of the compared OMol25 structures with the same formula, charge and spin is 221.0 kJ/mol. The molar mass comes out at 84.1 g/mol. The HOMO-LUMO gap is 10.60 eV. The calculation puts the LUMO energy at 1.07 eV.

Mulliken atomic charge list, values in e, 2 entries: C -0.595; C -0.784


10.
A single C5H8O molecule. Source: the Open Molecules 2025 dataset; level of theory: ωB97M-V/def2-TZVPD.

CARTESIAN COORDINATES (ANGSTROEM)
1 C -0.27 1.45 0.30
2 C -1.40 1.56 -0.42
3 C 0.10 -1.45 -0.23
4 O 0.14 -2.09 1.15
5 C 1.26 -0.47 -0.15
6 C 1.02 0.86 -0.18
7 H -0.13 2.23 1.05
8 H -1.71 0.90 -1.23
9 H -1.97 2.48 -0.30
10 H -0.85 -0.94 -0.15
11 H 0.21 -2.27 -0.95
12 H -0.45 -2.84 0.98
13 H 2.18 -0.97 0.18
14 H 1.87 1.55 -0.07

As for the net charge: 0. The energy above the lowest of the compared OMol25 structures with the same formula, charge and spin is 293.6 kJ/mol. The molar mass comes out at 84.1 g/mol. The HOMO-LUMO gap is 9.66 eV. The calculation puts the LUMO energy at 0.82 eV.

Mulliken atomic charge list, values in e, 2 entries: C -0.406; C -0.600


11.
2 unconnected molecules or ions with the total composition C5H8O. Source: the Open Molecules 2025 dataset; level of theory: ωB97M-V/def2-TZVPD.

CARTESIAN COORDINATES (ANGSTROEM)
1 C -2.08 0.64 -0.05
2 C -2.70 -0.43 0.44
3 C 1.93 0.70 -0.72
4 C 1.58 -0.79 -0.73
5 O 1.65 -0.80 0.77
6 C 1.79 0.53 0.62
7 H -2.10 0.87 -1.11
8 H -1.55 1.34 0.59
9 H -2.69 -0.66 1.50
10 H -3.24 -1.12 -0.20
11 H 0.51 -1.00 -0.90
12 H 2.18 -1.54 -1.24
13 H 1.73 1.24 1.42
14 H 2.99 1.03 -0.39

As for the net charge: 0. The energy above the lowest of the compared OMol25 structures with the same formula, charge and spin is 523.7 kJ/mol. The molar mass comes out at 84.1 g/mol. The HOMO-LUMO gap is 9.76 eV. The calculation puts the LUMO energy at 1.01 eV.

Mulliken atomic charge list, values in e, 2 entries: C -0.559; C -0.374


12.
A single C5H8O molecule. Source: the Open Molecules 2025 dataset; level of theory: ωB97M-V/def2-TZVPD.

CARTESIAN COORDINATES (ANGSTROEM)
1 C -0.57 -1.19 -0.68
2 C -1.49 1.19 0.38
3 C -0.17 1.30 0.58
4 C 0.83 0.55 -0.17
5 C 1.35 -0.83 0.13
6 O 0.19 -1.59 0.37
7 H -1.62 -1.50 -0.53
8 H -0.19 -1.35 -1.68
9 H -1.86 0.62 -0.47
10 H -2.22 1.67 1.02
11 H 0.17 2.09 1.26
12 H 1.69 1.21 -0.43
13 H 2.04 -0.95 0.98
14 H 1.86 -1.22 -0.78

As for the net charge: 0. The energy above the lowest of the compared OMol25 structures with the same formula, charge and spin is 497.6 kJ/mol. The molar mass comes out at 84.1 g/mol. The HOMO-LUMO gap (alpha / beta) is 8.10 / 8.43 eV. The calculation puts the LUMO energy (alpha / beta) at 0.26 / 0.57 eV.

Mulliken atomic charge list, values in e, 2 entries: C -0.670; C -0.675